(1)
# C22H43O24Tl

A structure of composition C22H43O24Tl (wB97M-V/def2-TZVPD, OMol25).

```
! RIJCOSX wB97M-V def2-TZVPD def2/J DEFGRID3
* xyz 2 1
Tl -6.73 11.23 -17.77
O -10.27 8.85 -20.02
C -9.35 9.33 -19.15
O -8.13 9.09 -19.29
O -9.59 10.06 -18.18
H -9.79 8.25 -20.59
C -10.55 12.98 -20.25
O -10.60 14.00 -19.31
C -9.84 13.99 -18.26
O -8.88 13.22 -18.05
O -10.22 15.06 -17.43
C -9.70 15.16 -16.13
H -11.43 13.00 -20.90
H -10.58 11.97 -19.84
H -9.69 12.98 -20.92
H -9.66 16.21 -15.84
H -8.74 14.66 -16.00
H -10.41 14.79 -15.39
C -7.08 8.35 -22.48
O -7.72 7.63 -23.53
C -8.90 7.07 -23.33
O -9.49 7.09 -22.22
O -9.30 6.55 -24.47
C -10.66 6.19 -24.65
H -6.13 8.69 -22.88
H -6.86 7.81 -21.55
H -7.70 9.22 -22.27
H -10.90 6.14 -25.71
H -11.34 6.94 -24.25
H -10.80 5.27 -24.08
C -7.50 12.85 -12.91
O -8.78 12.82 -13.37
C -9.15 12.11 -14.49
O -8.37 11.51 -15.29
O -10.51 12.09 -14.47
C -11.21 11.47 -15.52
H -6.81 12.92 -13.75
H -7.40 11.90 -12.40
H -7.39 13.67 -12.20
H -12.29 11.57 -15.38
H -10.92 10.43 -15.57
H -10.95 12.02 -16.43
C -17.14 11.27 -21.03
O -16.27 10.17 -21.38
C -15.00 10.37 -21.65
O -14.42 11.49 -21.82
O -14.37 9.22 -21.73
C -13.02 9.22 -22.07
H -16.64 12.19 -20.73
H -17.78 11.04 -20.17
H -17.63 11.53 -21.97
H -12.77 8.17 -22.15
H -12.35 9.59 -21.29
H -12.86 9.75 -23.01
C -10.09 11.07 -22.93
O -9.31 11.01 -24.16
C -9.79 10.21 -25.10
O -10.81 9.59 -25.05
O -8.80 10.06 -25.95
C -9.02 9.36 -27.15
H -9.34 11.31 -22.18
H -10.54 10.12 -22.61
H -10.80 11.89 -23.01
H -8.10 9.42 -27.74
H -9.86 9.62 -27.80
H -9.07 8.29 -26.95
C -15.42 6.89 -14.47
O -14.57 6.84 -15.56
C -13.34 7.36 -15.39
O -12.95 7.91 -14.36
O -12.59 7.03 -16.36
C -11.21 7.46 -16.55
H -16.43 7.03 -14.87
H -15.23 7.79 -13.87
H -15.57 5.97 -13.89
H -11.25 8.54 -16.73
H -10.90 6.90 -17.42
H -10.46 7.24 -15.78
C -12.11 5.91 -20.20
O -12.05 5.09 -19.03
C -10.85 4.51 -18.73
O -9.78 4.92 -19.15
O -11.00 3.61 -17.78
C -9.90 2.96 -17.25
H -11.94 6.92 -19.81
H -13.13 6.03 -20.58
H -11.47 5.54 -21.00
H -9.30 3.76 -16.82
H -9.24 2.56 -18.02
H -10.24 2.29 -16.46
*
```

Results
**Relative energy (zero: lowest compared OMol25 entry of this formula, charge and spin)**: 2.228 eV
**HOMO-LUMO gap**: 2.007 eV
**Energy**: -2841.50111 hartree

Calculated atomic charges, method Mulliken, unit e: number 1, Tl, carries 0.949; number 2, O, carries 0.183; number 3, C, carries 0.907; number 4, O, carries -0.379; number 5, O, carries -0.274; number 6, H, carries 0.078; number 7, C, carries -0.549; number 8, O, carries -0.296; number 9, C, carries 0.623; number 10, O, carries -0.438; number 11, O, carries -0.373; number 12, C, carries -0.656; number 13, H, carries 0.337; number 14, H, carries 0.059; number 15, H, carries 0.429; number 16, H, carries 0.356; number 17, H, carries 0.272; number 18, H, carries 0.248; number 19, C, carries -0.362; number 20, O, carries -0.317; number 21, C, carries 0.478; number 22, O, carries -0.466; number 23, O, carries -0.348; number 24, C, carries -0.506; number 25, H, carries 0.310; number 26, H, carries 0.289; number 27, H, carries -0.019; number 28, H, carries 0.261; number 29, H, carries 0.112; number 30, H, carries 0.357; number 31, C, carries -0.658; number 32, O, carries -0.304; number 33, C, carries 0.683; number 34, O, carries -0.553; number 35, O, carries -0.289; number 36, C, carries -0.005; number 37, H, carries 0.292; number 38, H, carries 0.321; number 39, H, carries 0.230; number 40, H, carries 0.300; number 41, H, carries 0.117; number 42, H, carries -0.092; number 43, C, carries -0.693; number 44, O, carries -0.329; number 45, C, carries 0.792; number 46, O, carries -0.524; number 47, O, carries -0.368; number 48, C, carries -0.213; number 49, H, carries 0.339; number 50, H, carries 0.285; number 51, H, carries 0.308; number 52, H, carries 0.026; number 53, H, carries 0.004; number 54, H, carries 0.534; number 55, C, carries -0.224; number 56, O, carries -0.464; number 57, C, carries 0.835; number 58, O, carries -0.532; number 59, O, carries -0.331; number 60, C, carries -0.676; number 61, H, carries -0.026; number 62, H, carries -0.025; number 63, H, carries 0.560; number 64, H, carries 0.287; number 65, H, carries 0.332; number 66, H, carries 0.243; number 67, C, carries -0.688; number 68, O, carries -0.301; number 69, C, carries 0.743; number 70, O, carries -0.509; number 71, O, carries -0.147; number 72, C, carries 0.009; number 73, H, carries 0.255; number 74, H, carries 0.342; number 75, H, carries 0.284; number 76, H, carries -0.058; number 77, H, carries -0.194; number 78, H, carries 0.420; number 79, C, carries -0.578; number 80, O, carries -0.220; number 81, C, carries 0.837; number 82, O, carries -0.485; number 83, O, carries -0.307; number 84, C, carries -0.642; number 85, H, carries 0.175; number 86, H, carries 0.367; number 87, H, carries 0.385; number 88, H, carries 0.306; number 89, H, carries 0.317; number 90, H, carries 0.242

---

(2)
# C22H43O40S9

A cluster of 10 separate species, C22H43O40S9 in total (wB97M-V/def2-TZVPD, OMol25).

```
! RIJCOSX wB97M-V def2-TZVPD def2/J DEFGRID3
* xyz -1 1
O 0.63 0.79 1.31
C 0.32 1.62 0.50
O 1.18 2.15 -0.46
C -1.20 2.12 0.52
C -2.03 0.92 -0.22
C -3.59 1.19 -0.14
O -3.86 2.64 -0.05
O -4.78 2.90 0.98
H 0.78 3.01 -0.69
H -1.34 3.07 -0.08
H -1.55 2.27 1.59
H -1.66 0.97 -1.27
H -4.02 0.84 -1.12
H -4.13 0.62 0.67
H -5.02 3.83 0.84
C 4.23 -2.06 -1.55
C 2.88 -2.75 -1.41
O 1.94 -1.69 -1.30
S 2.45 -0.42 -2.16
O 1.82 -0.45 -3.44
O 2.46 0.72 -1.30
O 3.99 -0.91 -2.36
H 4.60 -1.72 -0.58
H 4.97 -2.71 -2.01
H 2.84 -3.40 -0.55
H 2.64 -3.32 -2.31
C -2.10 -0.17 3.02
C -1.88 -1.16 4.14
O -2.89 -0.87 5.10
S -4.21 -0.32 4.32
O -5.12 -1.41 4.16
O -4.59 0.93 4.89
O -3.51 -0.03 2.90
H -1.69 0.81 3.28
H -1.67 -0.50 2.07
H -0.89 -1.09 4.58
H -2.04 -2.19 3.78
C -5.87 -0.95 -4.06
C -6.56 -1.93 -3.13
O -5.56 -2.89 -2.80
S -4.11 -2.17 -2.77
O -3.80 -1.84 -1.43
O -3.23 -2.90 -3.62
O -4.55 -0.81 -3.54
H -5.80 -1.35 -5.07
H -6.37 0.02 -4.09
H -7.42 -2.41 -3.60
H -6.88 -1.44 -2.20
C -0.14 4.08 -4.94
C -1.09 3.00 -5.43
O -0.42 1.77 -5.14
S 0.46 1.95 -3.79
O -0.28 1.45 -2.70
O 1.78 1.53 -4.07
O 0.42 3.57 -3.73
H 0.67 4.25 -5.65
H -0.66 5.02 -4.75
H -1.29 3.08 -6.50
H -2.03 3.01 -4.87
C -7.66 -0.02 2.63
C -9.03 0.44 3.10
O -9.74 0.75 1.89
S -9.24 -0.24 0.72
O -10.16 -1.32 0.61
O -8.86 0.56 -0.40
O -7.91 -0.78 1.44
H -7.03 0.83 2.37
H -7.16 -0.63 3.38
H -8.98 1.31 3.75
H -9.57 -0.37 3.61
C 0.46 1.99 7.10
C -0.01 3.19 6.31
O -1.34 2.86 5.90
S -2.03 1.92 7.02
O -2.84 2.75 7.86
O -2.53 0.75 6.37
O -0.68 1.54 7.83
H 0.78 1.18 6.43
H 1.28 2.24 7.78
H 0.62 3.41 5.45
H -0.07 4.08 6.94
C 6.69 -3.97 -6.08
C 7.92 -3.91 -5.20
O 7.43 -4.20 -3.88
S 6.19 -5.23 -3.99
O 6.68 -6.55 -3.76
O 5.09 -4.68 -3.27
O 5.91 -5.06 -5.57
H 6.10 -3.06 -6.00
H 6.95 -4.15 -7.13
H 8.40 -2.94 -5.22
H 8.64 -4.68 -5.47
C -2.04 7.63 7.36
C -1.55 8.41 6.16
O -0.13 8.31 6.20
S 0.28 6.88 6.83
O 0.56 5.99 5.76
O 1.18 7.10 7.91
O -1.17 6.50 7.44
H -1.94 8.21 8.28
H -3.07 7.30 7.24
H -1.87 9.46 6.19
H -1.89 7.96 5.22
C 12.53 -7.64 -4.81
C 11.18 -8.32 -4.68
O 10.24 -7.26 -4.57
S 10.77 -5.99 -5.42
O 10.12 -6.01 -6.69
O 10.77 -4.85 -4.57
O 12.29 -6.49 -5.62
H 12.90 -7.30 -3.84
H 13.28 -8.28 -5.27
H 11.13 -8.98 -3.82
H 10.94 -8.89 -5.59
*
```

Results
**HOMO-LUMO gap**: 2.723 eV
**Energy**: -7456.89402 hartree

Results of the Mulliken charge analysis, in e, for atoms 1 through 99: number 1, O, carries -0.581; number 2, C, carries 0.548; number 3, O, carries -0.431; number 4, C, carries -0.096; number 5, C, carries -1.100; number 6, C, carries 0.359; number 7, O, carries -0.235; number 8, O, carries -0.377; number 9, H, carries 0.322; number 10, H, carries 0.254; number 11, H, carries 0.020; number 12, H, carries 0.641; number 13, H, carries -0.155; number 14, H, carries -0.112; number 15, H, carries 0.218; number 16, C, carries -0.123; number 17, C, carries -0.353; number 18, O, carries -0.391; number 19, S, carries 1.482; number 20, O, carries -0.679; number 21, O, carries -0.657; number 22, O, carries -0.386; number 23, H, carries 0.279; number 24, H, carries 0.056; number 25, H, carries 0.385; number 26, H, carries 0.261; number 27, C, carries -0.138; number 28, C, carries -0.385; number 29, O, carries -0.348; number 30, S, carries 1.128; number 31, O, carries -0.642; number 32, O, carries -0.567; number 33, O, carries 0.039; number 34, H, carries -0.036; number 35, H, carries 0.329; number 36, H, carries 0.322; number 37, H, carries 0.332; number 38, C, carries -0.390; number 39, C, carries -0.258; number 40, O, carries -0.343; number 41, S, carries 0.982; number 42, O, carries -0.333; number 43, O, carries -0.590; number 44, O, carries -0.266; number 45, H, carries 0.302; number 46, H, carries 0.325; number 47, H, carries 0.320; number 48, H, carries 0.212; number 49, C, carries -0.411; number 50, C, carries -0.348; number 51, O, carries -0.341; number 52, S, carries 1.075; number 53, O, carries -0.150; number 54, O, carries -0.660; number 55, O, carries -0.375; number 56, H, carries 0.289; number 57, H, carries 0.328; number 58, H, carries 0.336; number 59, H, carries 0.252; number 60, C, carries 0.023; number 61, C, carries -0.345; number 62, O, carries -0.328; number 63, S, carries 1.096; number 64, O, carries -0.568; number 65, O, carries -0.538; number 66, O, carries -0.234; number 67, H, carries 0.111; number 68, H, carries 0.149; number 69, H, carries 0.318; number 70, H, carries 0.318; number 71, C, carries -0.313; number 72, C, carries -0.100; number 73, O, carries -0.271; number 74, S, carries 0.922; number 75, O, carries -0.629; number 76, O, carries -0.302; number 77, O, carries -0.378; number 78, H, carries 0.247; number 79, H, carries 0.342; number 80, H, carries 0.429; number 81, H, carries -0.091; number 82, C, carries -0.378; number 83, C, carries 0.345; number 84, O, carries -0.315; number 85, S, carries 1.036; number 86, O, carries -0.564; number 87, O, carries -0.447; number 88, O, carries -0.346; number 89, H, carries 0.315; number 90, H, carries 0.320; number 91, H, carries 0.390; number 92, H, carries -0.383; number 93, C, carries -0.331; number 94, C, carries -0.346; number 95, O, carries -0.318; number 96, S, carries 1.155; number 97, O, carries -0.469; number 98, O, carries -0.568; number 99, O, carries -0.283

---

Number 1: maximum force 5.2 eV/A. Number 2: maximum force 3.8 eV/A.